# 1
{
  "formula": "C3H2N2O2S",
  "method": "ωB97M-V with the def2-TZVPD basis set",
  "homo_lumo_gap_ev": 7.881,
  "smiles": "[O-][N+](=S)c1ncco1",
  "e_lumo_ha": -0.0584,
  "homo_ha": -0.348,
  "total_energy_ev": -21050.272,
  "elements": ["O", "N", "S", "C", "N", "C", "C", "O", "H", "H"],
  "positions_angstrom": [[1.306, 0.394, 1.500], [0.843, 0.611, 0.395], [1.340, 1.772, -0.653], [-0.252, -0.260, 0.016], [-0.915, -0.258, -1.081], [-1.816, -1.287, -0.897], [-1.609, -1.851, 0.323], [-0.588, -1.173, 0.921], [-2.551, -1.545, -1.655], [-2.070, -2.673, 0.895]],
  "mulliken_charge": [-0.4841, 0.4654, -0.0895, 0.4687, -0.4201, -0.3320, -0.0793, -0.2585, 0.3650, 0.3644]
}



# 2
{
  "formula": "C3H2N2O2S",
  "method": "ωB97M-V with the def2-TZVPD basis set",
  "homo_lumo_gap_ev": 8.450,
  "smiles": "[H]/N=C1\\NC(=S)C(=O)O1",
  "e_lumo_ha": -0.0490,
  "homo_ha": -0.360,
  "total_energy_ev": -21051.425,
  "elements": ["H", "N", "C", "N", "C", "S", "C", "O", "O", "H"],
  "positions_angstrom": [[-2.300, -1.528, 0.798], [-2.240, -0.486, 0.368], [-1.040, -0.066, -0.159], [0.223, -0.816, -0.438], [1.360, -0.018, -0.118], [2.808, -0.461, 0.117], [0.645, 1.396, -0.127], [1.062, 2.537, 0.169], [-0.600, 1.208, -0.268], [0.081, -1.766, -0.341]],
  "mulliken_charge": [0.2545, -0.6203, 0.5221, -0.1207, 0.2002, -0.3422, 0.7001, -0.5310, -0.2916, 0.2290]
}



# 3
{
  "formula": "C3H2N2O3",
  "method": "ωB97M-V with the def2-TZVPD basis set",
  "homo_lumo_gap_ev": 8.374,
  "smiles": "O=C1N=N/C(=C/O)O1",
  "e_lumo_ha": -0.0425,
  "homo_ha": -0.350,
  "total_energy_ev": -12261.962,
  "elements": ["O", "C", "N", "N", "C", "C", "O", "O", "H", "H"],
  "positions_angstrom": [[-2.732, -1.058, -0.175], [-1.794, -0.347, 0.003], [-1.878, 1.102, -0.344], [-0.618, 1.442, 0.031], [0.133, 0.315, 0.418], [1.466, 0.356, 0.015], [2.167, -0.705, -0.409], [-0.494, -0.832, 0.282], [2.029, 1.362, -0.017], [1.721, -1.634, 0.194]],
  "mulliken_charge": [-0.4697, 0.4738, -0.2464, -0.1490, 0.3770, 0.0376, -0.5081, -0.2889, 0.3306, 0.4431]
}



# 4
{
  "formula": "C3H2N2O3",
  "method": "ωB97M-V with the def2-TZVPD basis set",
  "homo_lumo_gap_ev": 10.319,
  "e_lumo_ha": -0.0051,
  "homo_ha": -0.384,
  "total_energy_ev": -12260.520,
  "elements": ["C", "C", "C", "H", "H", "N", "N", "O", "O", "O"],
  "positions_angstrom": [[0.426, 1.412, 1.833], [0.233, -0.007, -0.326], [-0.338, -1.786, -1.158], [0.987, 2.597, 1.791], [-0.475, -2.759, -1.350], [0.337, -1.283, -0.075], [-0.593, -0.757, -2.193], [-0.494, 0.745, 2.573], [0.815, 0.949, 0.649], [-0.401, 0.397, -1.554]],
  "mulliken_charge": [0.2916, 0.5012, -0.2161, 0.2679, 0.4683, -0.3146, -0.1903, -0.5071, -0.2427, -0.0581]
}



Across the entries above, ΔE to the lowest compared entry with this formula, charge and spin takes the values 4.4618, 3.3092, 5.0195, 6.4617 eV, respectively.